1.
Entry from OMol25: a single C6H9N5 molecule (ωB97M-V/def2-TZVPD).

Last column: natural (NBO) charge in e.
Atoms and positions in Å:
1 C -1.4718 -1.5118 0.3664  -0.41
2 N -1.4007 -0.1544 -0.1909  -0.42
3 C -2.6983 0.5144 -0.2471  -0.41
4 C -0.2010 0.4307 -0.2387  0.49
5 N 0.1080 1.6884 -0.1499  -0.38
6 N 1.4651 1.9400 0.1028  -0.39
7 C 2.1171 0.7910 0.0946  0.35
8 N 3.4668 0.8241 0.1905  -0.81
9 C 1.2894 -0.2696 -0.1609  -0.40
10 C 1.6519 -1.6150 -0.3906  0.26
11 N 1.9443 -2.7335 -0.3507  -0.37
12 H -2.3112 -2.0259 -0.1760  0.20
13 H -0.5718 -2.1251 0.4159  0.25
14 H -1.7592 -1.4125 1.4422  0.19
15 H -3.1873 0.3679 0.7702  0.20
16 H -2.5163 1.5348 -0.6125  0.21
17 H -3.2948 -0.1892 -0.8209  0.22
18 H -0.5901 2.4124 -0.2076  0.40
19 H 3.8143 -0.0736 0.1912  0.38
20 H 4.1456 1.6071 -0.0283  0.42

## Properties
- SMILES = CN(C)c1[nH]nc(N)c1C#N
- maximum force (eV/Å) = 5.59
- total charge = 0
- orbital gap (eV) = 8.2
- relative energy (zero: lowest compared OMol25 entry of this formula, charge and spin) (kJ/mol) = 244.1
- LUMO energy (Ha) = 0.019

=====

2.
Entry from OMol25: a single C6H9NO molecule (ωB97M-V/def2-TZVPD).

Last column: natural (NBO) charge in e.
Atoms and positions in Å:
1 C 0.5634 0.5445 -1.8414  -0.60
2 C -0.3581 0.6964 -0.6537  -0.27
3 C -0.2727 1.9702 0.2379  -0.60
4 C -0.3640 -0.5890 0.0756  0.50
5 N -1.2108 -0.8230 0.9924  -0.45
6 C -0.6027 -1.9650 1.7606  -0.12
7 C 0.6122 -2.2166 1.2570  0.05
8 O 0.8271 -1.2646 0.2676  -0.45
9 H 0.1598 -0.0676 -2.6993  0.22
10 H 1.3669 0.0694 -1.4411  0.21
11 H 0.9063 1.5479 -2.1809  0.21
12 H -1.4318 0.8063 -1.0239  0.22
13 H -0.4929 2.8126 -0.4877  0.22
14 H 0.8164 2.0518 0.4309  0.20
15 H -0.7586 1.8001 1.2422  0.25
16 H -1.1552 -2.5704 2.4627  0.22
17 H 1.3947 -2.8030 1.6012  0.21

## Properties
- SMILES = CC(C)c1ncco1
- maximum force (eV/Å) = 4.05
- total charge = 0
- orbital gap (eV) = 10.5
- relative energy (zero: lowest compared OMol25 entry of this formula, charge and spin) (kJ/mol) = 165.8
- LUMO energy (Ha) = 0.036

=====

3.
Entry from OMol25: a single C6H9NO molecule (ωB97M-V/def2-TZVPD).

Last column: natural (NBO) charge in e.
Atoms and positions in Å:
1 C 2.5615 0.2088 0.0199  -0.65
2 C 1.0987 0.3527 0.0582  0.06
3 C 0.3250 1.4611 -0.0765  -0.31
4 C -1.1535 1.1598 0.0059  0.64
5 O -2.1486 1.7885 0.1963  -0.60
6 N -1.1261 -0.1979 0.2119  -0.43
7 C -2.3037 -0.9929 -0.1517  -0.41
8 C 0.1733 -0.7822 0.2654  -0.26
9 H 2.9386 -0.5910 -0.7437  0.22
10 H 2.9604 -0.0505 0.9716  0.23
11 H 2.9877 1.1882 -0.3635  0.23
12 H 0.6853 2.4891 -0.2935  0.22
13 H -2.9889 -0.2324 -0.6354  0.23
14 H -2.7705 -1.3636 0.7353  0.20
15 H -1.9125 -1.7694 -0.9157  0.19
16 H 0.3783 -1.4793 -0.5549  0.20
17 H 0.2950 -1.1890 1.2705  0.22

## Properties
- SMILES = CC1=CC(=O)N(C)C1
- maximum force (eV/Å) = 3.91
- total charge = 0
- orbital gap (eV) = 9.9
- relative energy (zero: lowest compared OMol25 entry of this formula, charge and spin) (kJ/mol) = 79.9
- LUMO energy (Ha) = 0.027

=====

4.
Entry from OMol25: a single C6H9NO molecule (ωB97M-V/def2-TZVPD).

Last column: natural (NBO) charge in e.
Atoms and positions in Å:
1 C 2.1540 -0.4206 -0.3421  -0.64
2 C 0.7570 0.1477 -0.4359  -0.05
3 C 0.5797 1.3828 0.4562  -0.59
4 N -0.2137 -0.7724 0.0213  -0.59
5 C -1.5507 -0.5047 0.0324  0.15
6 C -2.7184 -1.1673 0.3641  -0.31
7 C -2.8116 0.1895 -0.0233  0.52
8 O -3.4061 1.1572 -0.2992  -0.58
9 H 2.5653 -0.8134 0.5929  0.22
10 H 2.4661 -1.2594 -0.9582  0.22
11 H 2.8941 0.3422 -0.5746  0.22
12 H 0.5704 0.5571 -1.4059  0.19
13 H -0.3695 1.7118 0.4190  0.22
14 H 1.1907 2.2486 0.1760  0.21
15 H 1.0078 1.0853 1.3306  0.21
16 H -0.0493 -1.8467 -0.0207  0.40
17 H -3.0658 -2.0377 0.6674  0.21

## Properties
- SMILES = CC(C)Nc1cc1=O
- maximum force (eV/Å) = 5.91
- total charge = 0
- orbital gap (eV) = 9.7
- relative energy (zero: lowest compared OMol25 entry of this formula, charge and spin) (kJ/mol) = 323.3
- LUMO energy (Ha) = 0.027

=====

5.
Entry from OMol25: C6H9NO as an isolated structure (ωB97M-V/def2-TZVPD).

Last column: natural (NBO) charge in e.
Atoms and positions in Å:
1 C -0.9818 0.0707 1.4192  0.62
2 C -1.7489 -0.6018 0.3519  -0.52
3 C -1.0877 -0.4524 -1.0246  -0.20
4 C 1.5866 0.3900 -0.9460  -0.20
5 C 1.7162 0.8464 0.4255  -0.41
6 C 0.5480 -0.0922 0.7423  -0.14
7 H -2.5972 -0.1039 0.2255  0.23
8 H -1.8501 -1.6862 0.9917  0.24
9 H -2.0560 0.1963 -1.5941  0.18
10 H -0.9978 -1.4362 -1.6968  0.19
11 H 2.0241 -0.5504 -1.0790  0.17
12 H 1.5889 1.1142 -1.7289  0.21
13 H 2.6998 0.6512 0.7712  0.20
14 H 1.6013 1.9746 0.4351  0.23
15 H 0.9383 -1.1008 0.9352  0.18
16 N 0.1303 0.2453 -0.6379  -0.45
17 O -1.5140 0.5354 2.4098  -0.53

## Properties
- maximum force (eV/Å) = 5.22
- total charge = 0
- orbital gap (eV) = 9.5
- relative energy (zero: lowest compared OMol25 entry of this formula, charge and spin) (kJ/mol) = 469.8
- LUMO energy (Ha) = 0.033

=====

6.
Entry from OMol25: C6H9NO as an isolated structure (ωB97M-V/def2-TZVPD).

Last column: natural (NBO) charge in e.
Atoms and positions in Å:
1 C -1.1338 1.2713 0.4645  -0.47
2 C -1.1094 -0.2263 0.3427  0.31
3 N -1.9034 -0.8853 -0.5117  -0.74
4 C 0.0613 -0.8035 0.8555  -0.02
5 C 0.2816 1.5565 -0.0303  -0.30
6 C 2.2273 -0.0286 -0.6213  -0.71
7 O 0.3664 -2.0957 0.4549  -0.73
8 C 1.0940 0.4895 -0.0914  0.08
9 H 1.1182 -1.9891 -0.1681  0.49
10 H -2.5153 -0.3877 -1.1368  0.40
11 H -1.6574 -1.8393 -0.7361  0.42
12 H 0.3702 -0.5460 1.8657  0.20
13 H -1.3210 1.6284 1.4843  0.22
14 H -1.9052 1.7129 -0.1758  0.21
15 H 0.5913 2.5515 -0.3313  0.22
16 H 2.4810 0.1365 -1.6607  0.22
17 H 2.9541 -0.5453 -0.0041  0.21

## Properties
- maximum force (eV/Å) = 0.50
- total charge = 0
- orbital gap (alpha / beta) (eV) = 7.3 / 7.3
- relative energy (zero: lowest compared OMol25 entry of this formula, charge and spin) (kJ/mol) = 356.4
- LUMO energy (alpha / beta) (Ha) = 0.026 / 0.026

=====

7.
Entry from OMol25: C6H9NO as an isolated structure (ωB97M-V/def2-TZVPD).

Last column: natural (NBO) charge in e.
Atoms and positions in Å:
1 C 2.5357 0.2288 0.0635  -0.41
2 C 0.2204 0.0159 -0.2201  -0.01
3 C -0.7920 0.7920 0.7684  0.01
4 C -0.8999 -0.9707 0.0177  0.01
5 C -2.1644 -0.3832 -0.5540  -0.22
6 C -2.0985 0.8353 -0.0962  -0.24
7 H 2.4933 1.4162 0.2216  0.23
8 H 3.1092 0.5272 -1.0727  0.13
9 H 3.3648 -0.3710 0.6641  0.22
10 H 1.3342 -1.5093 -0.3687  0.38
11 H -0.0022 0.6020 -1.2729  0.13
12 H -0.3931 1.7111 1.3188  0.23
13 H -0.6520 -2.1229 0.1655  0.20
14 H -3.1311 -1.0901 -0.8619  0.24
15 H -3.2821 1.4069 -0.2475  0.25
16 N 1.3668 -0.4827 0.1260  -0.64
17 O -1.0092 -0.6058 1.3483  -0.51

## Properties
- maximum force (eV/Å) = 9.48
- total charge = 0
- orbital gap (eV) = 9.6
- relative energy (zero: lowest compared OMol25 entry of this formula, charge and spin) (kJ/mol) = 763.5
- LUMO energy (Ha) = 0.034